Entry 1:
This record from the Open Molecules 2025 dataset describes a single C6H9N molecule. The level of theory is wB97M-V/def2-TZVPD.

Kohn-Sham gap   0.3009 hartree
Largest force on an atom   5.32 eV/A
HOMO level   -7.199 eV
E_LUMO   0.99 eV
Electronic energy   -288.5759 a.u.

Last column: natural (NBO) charge in e.
Geometry (Å):
1 N -1.96675 0.73624 -0.33230  -0.849
2 C 0.88550 -1.31227 -0.62139  -0.409
3 C -0.86814 -0.07874 -0.12721  0.091
4 C -0.42383 -0.44836 1.23486  -0.299
5 C 1.36593 1.24902 -0.02923  -0.618
6 C 0.57871 -0.00138 0.03743  0.025
7 C -0.31793 -1.59484 0.24033  -0.201
8 H -2.74145 0.60886 0.30915  0.377
9 H 1.81675 -1.78016 -0.29437  0.186
10 H -1.05612 -0.06249 2.01106  0.247
11 H 0.84547 2.07817 0.45941  0.212
12 H -1.75666 1.69304 -0.59849  0.388
13 H 2.33251 1.11604 0.46621  0.216
14 H -1.02578 -2.37722 0.02063  0.206
15 H 1.56588 1.52931 -1.06915  0.209
16 H 0.76591 -1.35521 -1.70696  0.219

Entry 2:
This record from the Open Molecules 2025 dataset describes 2 unconnected molecules or ions with the total composition C6H7N3O3. The level of theory is wB97M-V/def2-TZVPD.

SMILES   O=c1nco[nH]1.N#CC1COC1
Kohn-Sham gap   0.3757 hartree
Largest force on an atom   2.15 eV/A
HOMO level   -9.783 eV
E_LUMO   0.44 eV
Electronic energy   -622.7044 a.u.

Last column: natural (NBO) charge in e.
Geometry (Å):
1 O 0.02017 -3.58140 0.43514  -0.515
2 O -0.77997 2.22316 -1.69845  -0.584
3 O 1.21722 2.66586 1.06205  -0.288
4 N 0.51862 1.87411 0.17868  -0.344
5 N -1.75628 0.41957 0.06140  -0.276
6 N 0.25097 3.97698 -0.47327  -0.496
7 C 0.98141 3.89572 0.56660  0.381
8 C -0.92907 -3.04029 -0.49115  -0.029
9 C -0.09899 2.63646 -0.78969  0.707
10 C 0.52838 -2.28088 0.73850  -0.038
11 C -1.07983 -0.49877 -0.16999  0.247
12 C -0.24410 -1.65858 -0.44331  -0.394
13 H 1.61855 -2.23560 0.67680  0.188
14 H -0.90295 -3.55737 -1.45569  0.193
15 H 0.39094 -1.46320 -1.31088  0.258
16 H -1.94763 -3.03785 -0.08580  0.187
17 H 0.56716 0.87553 0.35677  0.418
18 H 0.19643 -1.92048 1.71872  0.182
19 H 1.44898 4.70702 1.12357  0.203

Which value of E_LUMO does entry 2 give? 0.44 eV